[1]
Formula: C36H36AsNReS3
Source: OMol25
Level of theory: ωB97M-V/def2-TZVPD

Calculated values
- M: 840.0 g mol⁻¹
- E_LUMO (spin up / spin down): -0.79 / -0.74 eV
- 2S+1: 2
- Orbital gap (spin up / spin down): 6.3 / 6.4 eV
- Strongest force on any atom: 0.519 eV/Å

Geometry as XYZ:
```
78
Properties=species:S:1:pos:R:3:mulliken_spin:R:1
Re 0.48 0.15 0.64 0.889
S -1.45 1.48 1.45 0.056
C -2.96 0.59 1.39 -0.017
C -4.09 1.12 2.02 0.007
C -5.30 0.44 1.98 -0.004
C -5.41 -0.79 1.33 0.006
C -4.30 -1.32 0.71 -0.001
C -3.09 -0.63 0.73 0.024
As -1.49 -1.29 -0.09 -0.014
C -1.61 -3.19 0.28 0.008
C -1.57 -4.15 -0.72 -0.002
C -1.67 -5.50 -0.39 0.000
C -1.82 -5.88 0.94 -0.001
C -1.86 -4.91 1.94 0.002
C -1.76 -3.57 1.61 0.003
C -1.81 -1.20 -2.00 -0.012
C -2.99 -0.70 -2.52 -0.001
C -3.18 -0.66 -3.90 0.000
C -2.19 -1.14 -4.75 0.000
C -1.00 -1.64 -4.23 0.000
C -0.81 -1.66 -2.86 0.001
H -4.01 2.07 2.54 0.000
H -6.16 0.87 2.47 0.000
H -6.35 -1.32 1.31 0.001
H -4.36 -2.28 0.20 0.000
H -1.47 -3.87 -1.76 0.000
H -1.64 -6.25 -1.17 0.000
H -1.89 -6.93 1.20 0.000
H -1.98 -5.20 2.97 0.000
H -1.80 -2.82 2.39 -0.004
H -3.76 -0.33 -1.86 0.000
H -4.10 -0.26 -4.31 0.000
H -2.34 -1.11 -5.82 0.000
H -0.23 -2.00 -4.89 0.000
H 0.13 -2.02 -2.45 0.001
S 2.20 -0.84 -0.57 -0.029
C 3.01 -1.90 0.57 0.036
C 4.22 -2.53 0.24 -0.008
C 4.85 -3.34 1.15 0.018
C 4.29 -3.55 2.42 -0.009
C 3.10 -2.94 2.75 0.021
C 2.45 -2.11 1.83 -0.020
S 0.87 -1.43 2.17 0.106
H 4.65 -2.36 -0.75 0.002
H 5.79 -3.81 0.89 0.001
H 4.80 -4.18 3.13 0.000
H 2.65 -3.10 3.72 0.000
C 2.35 5.83 -2.01 -0.001
C 1.74 4.47 -1.78 -0.003
C 1.08 3.81 -2.81 0.004
C 0.51 2.56 -2.59 0.011
C -0.23 1.85 -3.69 0.001
C 0.64 1.99 -1.34 -0.020
C 1.30 2.62 -0.27 -0.010
C 1.84 3.88 -0.53 -0.003
N 1.34 1.92 0.94 -0.056
C 1.84 2.55 2.18 -0.032
C 1.05 3.82 2.53 0.000
C 3.35 2.80 2.04 0.000
C 1.68 1.59 3.36 0.021
H 2.15 6.19 -3.02 0.000
H 3.44 5.79 -1.88 0.000
H 1.96 6.56 -1.31 0.000
H 0.99 4.27 -3.79 0.000
H -0.07 2.33 -4.65 0.000
H -1.31 1.84 -3.49 0.000
H 0.08 0.81 -3.77 -0.001
H 0.13 1.00 -1.26 0.031
H 2.35 4.44 0.24 0.000
H 1.02 4.55 1.73 0.000
H 1.51 4.30 3.40 0.001
H 0.03 3.56 2.79 0.000
H 3.61 3.54 1.28 0.000
H 3.84 1.86 1.78 -0.001
H 3.75 3.14 3.00 0.000
H 0.64 1.28 3.49 0.000
H 2.00 2.11 4.27 -0.002
H 2.30 0.71 3.24 -0.001
```

[2]
Formula: C36H36BFN3O22
Source: OMol25
Level of theory: ωB97M-V/def2-TZVPD

Calculated values
- M: 892.5 g mol⁻¹
- Net charge: +1
- E_LUMO: -5.02 eV
- Orbital gap: 5.9 eV
- Strongest force on any atom: 5.969 eV/Å

Geometry as XYZ:
```
99
Properties=species:S:1:pos:R:3:mulliken_charge:R:1
C 1.29 1.38 6.41 -1.021
C 1.50 1.69 4.79 -0.222
N 1.11 3.10 4.38 -0.145
C -0.39 3.33 4.41 -0.289
N -0.85 4.56 3.94 -0.128
N -1.44 2.39 4.95 0.658
C -1.98 1.45 3.90 -0.369
C -3.23 0.50 4.41 -0.647
C -4.69 0.90 3.69 0.115
F -5.65 1.52 4.64 -0.349
B -2.53 3.32 5.50 0.525
O -2.37 3.80 6.91 -0.561
O -3.71 3.79 4.74 -0.623
H 0.15 1.10 6.63 0.230
H 1.68 2.25 7.09 0.278
H 1.92 0.40 6.61 0.374
H 2.67 1.61 4.61 0.388
H 1.03 0.84 4.10 0.220
H 1.39 3.20 3.36 0.296
H -1.36 4.65 3.03 0.241
H -0.65 5.46 4.47 0.247
H -1.10 0.69 3.65 0.092
H -2.21 1.99 2.86 0.308
H -3.01 -0.61 4.04 0.339
H -3.32 0.42 5.58 0.275
H -5.17 -0.02 3.12 0.306
H -4.40 1.75 2.90 0.020
H -3.21 3.43 7.37 0.351
H -3.84 4.78 4.84 0.302
C 2.97 0.78 1.73 -0.760
C 3.54 -0.33 1.26 0.243
C 3.47 -0.68 -0.18 0.756
O 4.01 -1.70 -0.59 -0.506
C 2.72 0.22 -1.08 -0.850
C 2.15 1.33 -0.60 0.261
C 2.25 1.70 0.84 1.125
O 1.73 2.73 1.24 -0.689
O 1.45 2.18 -1.44 -0.554
O 4.21 -1.20 2.10 -0.584
H 3.01 1.05 2.78 0.335
H 2.67 -0.06 -2.12 0.492
H 1.14 2.91 -0.86 0.270
H 4.53 -1.92 1.53 0.343
C -2.43 8.13 1.30 -0.796
C -1.86 7.02 0.83 0.131
C -1.93 6.66 -0.61 1.088
O -1.39 5.65 -1.02 -0.568
C -2.68 7.57 -1.51 -0.987
C -3.25 8.68 -1.04 0.394
C -3.15 9.04 0.40 0.825
O -3.67 10.08 0.80 -0.577
O -3.95 9.53 -1.87 -0.545
O -1.19 6.15 1.67 -0.541
H -2.39 8.40 2.35 0.424
H -2.73 7.29 -2.55 0.427
H -4.26 10.26 -1.30 0.355
H -0.87 5.42 1.09 0.272
C -8.62 1.02 -0.25 -0.738
C -7.53 1.38 0.44 0.318
C -6.19 1.38 -0.20 0.864
O -5.21 1.73 0.45 -0.508
C -6.09 0.95 -1.60 -0.977
C -7.18 0.58 -2.28 0.392
C -8.52 0.61 -1.65 0.891
O -9.51 0.29 -2.31 -0.587
O -7.09 0.17 -3.60 -0.554
O -7.61 1.77 1.76 -0.585
H -9.61 1.02 0.20 0.439
H -5.10 0.93 -2.05 0.430
H -8.01 -0.04 -3.87 0.354
H -6.69 1.98 2.03 0.246
C 2.32 -6.83 -2.79 -0.993
C 2.39 -6.51 -1.50 0.448
C 3.16 -5.32 -1.04 0.886
O 3.19 -5.03 0.15 -0.653
C 3.87 -4.53 -2.06 -0.834
C 3.80 -4.86 -3.35 0.240
C 3.01 -6.03 -3.81 1.008
O 2.95 -6.29 -5.01 -0.598
O 4.47 -4.12 -4.31 -0.628
O 1.74 -7.26 -0.54 -0.577
H 1.76 -7.69 -3.14 0.435
H 4.44 -3.68 -1.71 0.537
H 4.27 -4.55 -5.17 0.387
H 1.94 -6.82 0.32 0.342
C 7.26 -9.05 -5.52 -0.717
C 6.65 -7.88 -5.31 0.334
C 6.33 -6.96 -6.44 0.875
O 5.75 -5.90 -6.22 -0.479
C 6.73 -7.36 -7.79 -0.964
C 7.34 -8.53 -8.00 0.323
C 7.64 -9.46 -6.88 0.902
O 8.19 -10.53 -7.11 -0.598
O 7.73 -8.91 -9.27 -0.561
O 6.29 -7.48 -4.04 -0.589
H 7.49 -9.72 -4.71 0.433
H 6.51 -6.67 -8.60 0.427
H 8.15 -9.79 -9.16 0.350
H 5.86 -6.60 -4.15 0.289
```

[3]
Formula: C36H36Cl2HgOP3S2
Source: OMol25
Level of theory: ωB97M-V/def2-TZVPD

Calculated values
- M: 913.2 g mol⁻¹
- Net charge: -2
- E_LUMO (spin up / spin down): 4.34 / 4.34 eV
- Relative energy (zero: lowest compared OMol25 entry of this formula, charge and spin): 1.029 eV
- 2S+1: 2
- Orbital gap (spin up / spin down): 2.9 / 5.7 eV
- Strongest force on any atom: 0.285 eV/Å

Geometry as XYZ:
```
81
Properties=species:S:1:pos:R:3:mulliken_spin:R:1
Hg -0.43 -0.43 -0.19 0.171
S -2.62 2.36 -1.39 0.000
P -1.45 2.68 0.19 -0.026
C -0.87 1.36 1.09 0.085
P -1.14 0.94 2.71 0.074
S -0.61 -0.90 3.23 -0.006
C -0.22 2.03 3.88 0.008
C 0.85 2.79 3.41 -0.002
C 1.63 3.54 4.28 -0.001
C 1.34 3.56 5.63 0.002
C 0.28 2.80 6.12 -0.001
C -0.48 2.04 5.25 -0.005
C -2.89 1.19 3.25 -0.014
C -3.36 2.32 3.91 0.002
C -4.71 2.44 4.23 -0.001
C -5.61 1.44 3.87 0.005
C -5.14 0.32 3.19 -0.001
C -3.80 0.19 2.89 0.001
C -2.27 3.96 1.24 0.022
C -3.65 4.10 1.21 0.008
C -4.28 5.03 2.03 -0.002
C -3.54 5.82 2.90 0.003
C -2.16 5.70 2.92 -0.001
C -1.53 4.78 2.10 -0.005
C 0.00 3.67 -0.40 -0.008
C 1.29 3.20 -0.23 -0.003
C 2.38 3.94 -0.68 0.006
C 2.18 5.16 -1.31 -0.001
C 0.88 5.63 -1.50 0.001
C -0.20 4.89 -1.05 -0.002
H 1.06 2.77 2.35 0.000
H 2.46 4.12 3.89 0.000
H 1.95 4.16 6.31 0.000
H 0.06 2.80 7.18 0.000
H -1.28 1.42 5.64 0.000
H -2.68 3.12 4.17 0.000
H -5.06 3.33 4.73 -0.001
H -6.66 1.55 4.11 0.001
H -5.84 -0.46 2.90 0.000
H -3.43 -0.69 2.38 0.011
H -4.22 3.48 0.53 0.000
H -5.36 5.12 2.01 0.000
H -4.03 6.54 3.54 0.001
H -1.56 6.31 3.59 0.000
H -0.45 4.69 2.11 0.000
H 1.42 2.24 0.24 -0.007
H 3.38 3.54 -0.55 0.000
H 3.03 5.73 -1.67 0.000
H 0.72 6.58 -2.00 0.000
H -1.21 5.24 -1.22 0.000
C 0.85 -3.26 -0.64 -0.015
C -0.37 -2.44 -1.05 0.451
O -0.92 -2.72 -2.13 0.122
H 0.96 -4.11 -1.33 -0.011
H 0.74 -3.64 0.38 0.022
H 1.76 -2.66 -0.67 0.024
Cl 3.53 0.19 0.45 0.002
C 2.73 -0.37 1.93 -0.005
Cl 3.57 -1.77 2.63 0.003
H 1.71 -0.66 1.70 0.010
H 2.75 0.43 2.66 -0.004
C 0.65 2.55 -4.11 0.050
P 0.59 1.20 -2.83 0.121
C -0.53 0.04 -3.72 -0.046
C 2.21 0.40 -3.11 -0.059
C 2.34 -0.99 -3.12 -0.013
C 3.59 -1.60 -3.16 0.024
C 4.74 -0.82 -3.18 -0.013
C 4.63 0.56 -3.16 0.017
C 3.38 1.16 -3.12 -0.008
H 1.35 3.33 -3.79 -0.007
H -0.34 2.99 -4.14 0.000
H 0.93 2.19 -5.11 -0.004
H -0.20 -0.16 -4.74 0.003
H -1.51 0.53 -3.74 -0.001
H -0.65 -0.89 -3.17 0.009
H 1.45 -1.61 -3.07 0.016
H 3.66 -2.68 -3.14 0.002
H 5.72 -1.30 -3.20 -0.002
H 5.53 1.18 -3.17 0.003
H 3.31 2.24 -3.07 -0.003
```

[4]
Formula: C36H36Cl3GeHfOP2S2Se
Source: OMol25
Level of theory: ωB97M-V/def2-TZVPD

Calculated values
- M: 1047.2 g mol⁻¹
- Net charge: +1
- E_LUMO: -2.84 eV
- Relative energy (zero: lowest compared OMol25 entry of this formula, charge and spin): 0.133 eV
- Orbital gap: 8.1 eV
- Strongest force on any atom: 1.290 eV/Å

Geometry as XYZ:
```
83
Properties=species:S:1:pos:R:3:mulliken_charge:R:1
Hf 1.14 -0.52 -0.90 -0.043
S -0.40 1.00 -2.25 -0.805
P -0.67 1.67 -0.31 1.945
C 0.64 1.03 0.60 -0.724
P 0.32 -0.12 1.82 1.829
S -0.01 -1.96 0.92 -0.696
C -1.02 0.25 2.97 0.705
C -2.04 -0.64 3.24 -0.333
C -3.01 -0.32 4.18 -0.771
C -2.95 0.88 4.86 -0.531
C -1.92 1.78 4.60 -0.718
C -0.95 1.47 3.65 -0.474
C 1.78 -0.28 2.88 0.420
C 1.73 -1.12 3.99 -0.656
C 2.85 -1.28 4.79 -0.687
C 4.03 -0.60 4.50 -0.520
C 4.07 0.25 3.40 -0.683
C 2.95 0.42 2.60 -0.186
C -0.64 3.46 -0.30 0.100
C 0.32 4.13 0.45 -0.319
C 0.33 5.52 0.47 -0.744
C -0.61 6.23 -0.27 -0.460
C -1.56 5.56 -1.03 -0.698
C -1.58 4.18 -1.05 -0.282
C -2.35 1.25 0.18 0.441
C -3.03 2.10 1.07 -0.279
C -4.30 1.78 1.51 -0.861
C -4.92 0.61 1.09 -0.663
C -4.25 -0.24 0.21 -0.653
C -2.98 0.08 -0.24 0.060
H -2.10 -1.58 2.70 0.396
H -3.81 -1.02 4.39 0.455
H -3.70 1.13 5.60 0.428
H -1.87 2.72 5.13 0.457
H -0.15 2.17 3.45 0.350
H 0.82 -1.66 4.23 0.387
H 2.80 -1.94 5.65 0.418
H 4.90 -0.72 5.12 0.417
H 4.98 0.79 3.17 0.466
H 2.99 1.10 1.75 0.410
H 1.05 3.56 1.00 0.445
H 1.07 6.05 1.05 0.431
H -0.61 7.31 -0.25 0.393
H -2.29 6.11 -1.61 0.418
H -2.32 3.65 -1.64 0.410
H -2.56 3.01 1.40 0.449
H -4.81 2.45 2.19 0.457
H -5.91 0.37 1.43 0.430
H -4.73 -1.15 -0.12 0.382
H -2.48 -0.59 -0.94 -0.168
Cl 8.46 -0.81 -0.75 -0.196
C 6.78 -0.56 -1.08 0.372
C 5.84 -1.33 -0.42 -1.026
C 4.51 -1.09 -0.72 1.439
Cl 3.24 -1.99 0.09 -0.139
C 4.08 -0.13 -1.62 -0.856
O 2.77 0.05 -1.83 -0.248
C 5.06 0.63 -2.26 0.428
Cl 4.58 1.83 -3.40 -0.187
C 6.40 0.41 -1.99 -0.620
H 6.13 -2.09 0.29 0.491
H 7.14 1.01 -2.49 0.466
C -2.55 -3.53 -1.49 -0.502
Ge -1.96 -3.47 -3.33 0.516
C -2.36 -1.75 -4.12 -0.698
C -2.75 -4.88 -4.38 -1.164
C -0.02 -3.86 -3.32 -1.052
Se 1.29 -2.50 -2.88 0.259
C 1.19 -1.40 -4.49 -0.810
H -3.60 -3.24 -1.41 0.234
H -1.97 -2.85 -0.87 -0.243
H -2.45 -4.54 -1.09 0.442
H -3.43 -1.55 -3.99 0.374
H -2.15 -1.76 -5.19 0.387
H -1.81 -0.94 -3.65 -0.125
H -3.83 -4.78 -4.41 0.366
H -2.50 -5.86 -3.97 0.370
H -2.37 -4.83 -5.41 0.359
H 0.32 -4.25 -4.28 0.446
H 0.16 -4.64 -2.58 0.512
H 0.20 -0.98 -4.59 0.178
H 1.44 -2.04 -5.33 0.430
H 1.94 -0.61 -4.38 0.252
```

[5]
Formula: C36H36CoNP
Source: OMol25
Level of theory: ωB97M-V/def2-TZVPD

Calculated values
- M: 572.6 g mol⁻¹
- Net charge: +1
- E_LUMO (spin up / spin down): -3.94 / -2.77 eV
- Relative energy (zero: lowest compared OMol25 entry of this formula, charge and spin): 1.529 eV
- Orbital gap (spin up / spin down): 6.5 / 7.7 eV
- Strongest force on any atom: 4.517 eV/Å

Geometry as XYZ:
```
75
Properties=species:S:1:pos:R:3:mulliken_charge:R:1
Co -0.07 -0.33 -0.57 0.517
C 0.94 -2.34 -1.08 0.434
C 1.29 -1.25 -1.95 0.482
C 0.17 -0.99 -2.73 0.757
C -0.91 -1.89 -2.29 0.732
C -0.44 -2.66 -1.27 1.042
C -1.19 -3.77 -0.58 -1.955
C -2.25 -1.98 -2.91 -1.596
C 0.20 -0.10 -3.92 -1.851
C 2.67 -0.72 -2.23 -1.628
C 1.91 -3.17 -0.30 -1.208
H -0.66 -4.12 0.31 0.472
H -1.33 -4.62 -1.25 0.345
H -2.19 -3.44 -0.27 0.490
H -2.59 -1.01 -3.27 0.223
H -2.99 -2.37 -2.21 0.390
H -2.20 -2.67 -3.77 0.364
H 0.56 0.89 -3.67 0.320
H -0.79 -0.01 -4.38 0.361
H 0.88 -0.52 -4.67 0.362
H 2.63 0.33 -2.53 0.383
H 3.14 -1.28 -3.05 0.333
H 3.32 -0.80 -1.36 0.426
H 1.67 -4.23 -0.44 0.477
H 1.86 -2.98 0.77 0.110
H 2.93 -3.00 -0.64 0.363
N 0.38 1.44 -0.45 -0.433
C -0.25 1.90 0.78 0.336
C -1.17 2.93 0.83 -0.650
C -1.76 3.25 2.05 -0.736
C -1.44 2.54 3.21 -0.829
C -0.54 1.48 3.15 -1.027
C 0.05 1.17 1.94 -0.249
P 1.08 -0.22 1.47 2.251
C 2.79 0.41 1.52 0.342
C 3.08 1.77 1.58 -0.766
C 4.40 2.21 1.49 -0.726
C 5.44 1.29 1.34 -0.649
C 5.16 -0.07 1.30 -0.813
C 3.84 -0.51 1.38 -0.168
C 1.00 -1.46 2.78 0.248
C 1.93 -1.55 3.82 -0.581
C 1.76 -2.50 4.82 -0.677
C 0.67 -3.36 4.78 -0.579
C -0.27 -3.26 3.76 -0.781
C -0.10 -2.32 2.76 -0.202
H -0.06 1.81 -1.28 0.600
H 1.37 1.66 -0.47 0.387
H -1.43 3.48 -0.07 0.573
H -2.49 4.05 2.09 0.438
H -1.92 2.79 4.15 0.446
H -0.31 0.90 4.04 0.546
H 2.29 2.50 1.74 0.394
H 4.62 3.27 1.54 0.450
H 6.46 1.64 1.26 0.407
H 5.96 -0.79 1.19 0.445
H 3.63 -1.58 1.37 0.543
H 2.78 -0.87 3.85 0.431
H 2.47 -2.57 5.63 0.438
H 0.55 -4.12 5.56 0.405
H -1.13 -3.92 3.75 0.437
H -0.83 -2.23 1.96 0.450
C -1.81 0.43 -0.93 -1.391
C -2.59 1.23 -1.39 0.733
C -3.53 2.19 -1.93 0.068
C -4.32 2.97 -1.09 -0.298
C -5.20 3.91 -1.61 -0.695
C -5.30 4.09 -2.98 -0.433
C -4.52 3.32 -3.83 -0.697
C -3.64 2.37 -3.31 -0.218
H -4.24 2.82 -0.02 0.517
H -5.81 4.51 -0.94 0.390
H -5.98 4.83 -3.39 0.394
H -4.59 3.45 -4.91 0.399
H -3.03 1.77 -3.97 0.384
```